[1]
C4H11N2O | ωB97M-V with the def2-TZVPD basis set

Summary:
Total charge: -1
LUMO energy: 4.05 eV
Multiplicity: 1
SMILES: C[C@H](CN)NC[O-]
HOMO: -2.968 eV
Energy above the lowest of the compared OMol25 structures with the same formula, charge and spin: 179.53 kJ/mol
Calculated total energy: -343.70280 Ha

The geometry in XYZ format:
```
18
C4H11N2O ωB97M-V with the def2-TZVPD basis set
O 0.090 2.291 0.035
N 0.998 0.175 -0.642
N -2.109 0.502 -0.223
C 0.563 1.745 -1.022
C 0.212 -0.458 0.410
C 1.100 -1.533 1.028
C -1.329 -0.678 0.017
H -1.851 1.200 0.466
H 2.002 -1.193 1.570
H 1.491 2.149 -1.467
H -0.069 1.575 -1.920
H 1.370 -2.333 0.309
H -1.765 -1.170 0.944
H 0.111 0.370 1.147
H 1.974 0.072 -0.230
H 0.375 -2.273 1.509
H -1.738 0.963 -1.081
H -1.423 -1.405 -0.850
```

Atom charges from the Löwdin analysis, given in e for atoms 1 to 8: number 1, O, carries -0.29; number 2, N, carries -0.06; number 3, N, carries -0.03; number 4, C, carries -0.52; number 5, C, carries -0.48; number 6, C, carries -0.12; number 7, C, carries -0.28; number 8, H, carries 0.05



[2]
C15H30Cl2FN4O4S | ωB97M-V with the def2-TZVPD basis set

Summary:
Total charge: -1
LUMO energy: 1.47 eV
Multiplicity: 1
HOMO: -2.064 eV
Calculated total energy: -2527.88856 Ha

The geometry in XYZ format:
```
57
C15H30Cl2FN4O4S ωB97M-V with the def2-TZVPD basis set
Cl -0.844 -2.621 1.379
Cl -2.439 -0.707 -1.827
S -2.012 -0.368 -6.232
F 0.685 0.851 5.496
O -2.961 0.769 -6.308
O -0.672 0.119 -5.738
O -1.852 -1.005 -7.560
O -2.514 -1.377 -5.241
N -0.587 -0.178 -0.006
N -0.127 3.258 1.011
N 0.625 0.057 -2.046
N -0.299 1.885 -0.897
C 2.744 1.499 1.467
C 0.374 2.011 0.447
C 3.587 0.265 1.094
C 0.115 -2.048 -3.200
C -0.166 0.364 4.497
C 0.996 -1.369 -2.198
C -0.048 0.520 -1.093
C -1.143 0.909 2.265
C -2.329 -1.857 0.709
C -3.053 -2.935 -0.080
C 2.948 -1.066 1.467
C -0.158 0.679 1.128
C 1.916 2.070 0.289
C -0.473 1.481 3.519
C -1.998 -0.544 -0.104
H -2.662 0.233 0.268
H 3.827 0.291 0.033
H 3.615 -1.892 1.232
H 2.030 -1.261 0.913
H -3.978 -2.593 -0.529
H 1.037 -1.851 -1.227
H 2.694 -1.113 2.524
H 0.694 -2.842 -3.669
H -1.200 2.137 3.991
H -2.972 -1.581 1.538
H 0.324 -0.477 4.004
H -1.918 1.605 1.949
H -0.260 3.896 0.232
H -1.273 2.018 -0.627
H 3.441 2.271 1.788
H 2.139 1.262 2.336
H -3.319 -3.718 0.630
H -1.078 0.046 4.995
H 0.574 3.675 1.611
H -0.165 -1.355 -3.992
H 0.913 0.730 -2.758
H 2.172 3.120 0.195
H 0.620 0.090 1.603
H 2.020 -1.378 -2.564
H -0.738 -2.547 -2.771
H 4.544 0.304 1.611
H -1.654 -0.010 2.552
H 2.264 1.583 -0.619
H -2.393 -3.408 -0.797
H 0.388 2.104 3.311
```

Atom charges from the Löwdin analysis, given in e for atoms 1 to 8: number 1, Cl, carries 0.65; number 2, Cl, carries 0.85; number 3, S, carries 0.16; number 4, F, carries -0.07; number 5, O, carries -0.49; number 6, O, carries -0.53; number 7, O, carries -0.48; number 8, O, carries -0.52



[3]
C4H5FN2 | ωB97M-V with the def2-TZVPD basis set

Summary:
LUMO energy: 0.75 eV
Multiplicity: 1
SMILES: Cn1cncc1F
HOMO: -8.933 eV
Energy above the lowest of the compared OMol25 structures with the same formula, charge and spin: 137.51 kJ/mol
Calculated total energy: -364.75095 Ha

The geometry in XYZ format:
```
12
C4H5FN2 ωB97M-V with the def2-TZVPD basis set
F 0.944 1.900 -0.157
N -2.099 -0.060 -0.093
N 0.074 -0.220 0.013
C -1.073 -0.853 -0.146
C -0.156 1.143 -0.035
C 1.460 -0.744 0.001
C -1.539 1.292 0.017
H -2.105 2.063 0.467
H 2.009 -0.443 0.941
H 2.051 -0.347 -0.831
H 1.626 -1.841 0.097
H -1.193 -1.890 -0.274
```

Atom charges from the Löwdin analysis, given in e for atoms 1 to 8: number 1, F, carries 0.09; number 2, N, carries 0.05; number 3, N, carries -0.07; number 4, C, carries -0.23; number 5, C, carries -0.27; number 6, C, carries -0.01; number 7, C, carries -0.03; number 8, H, carries 0.08



[4]
C8H13N2 | ωB97M-V with the def2-TZVPD basis set

Summary:
Total charge: +1
LUMO energy (alpha / beta): -3.46 / -7.93 eV
Multiplicity: 3
HOMO (alpha / beta): -10.075 / -14.441 eV
Energy above the lowest of the compared OMol25 structures with the same formula, charge and spin: 335.00 kJ/mol
<S²>: 2.01
Calculated total energy: -421.69962 Ha

The geometry in XYZ format:
```
23
C8H13N2 ωB97M-V with the def2-TZVPD basis set
N -0.587 -0.433 0.549
N -2.602 0.233 0.770
C -0.766 0.654 -0.268
C -1.668 -0.679 1.178
C -1.656 -1.837 2.141
C -2.057 1.020 -0.205
C 1.405 -0.140 -0.270
C 2.055 -1.223 -0.920
C 0.506 0.866 -0.992
C 1.036 2.287 -0.933
H 0.367 0.423 -2.055
H 0.238 3.061 -0.828
H -1.989 -1.364 3.059
H 1.796 2.427 -0.219
H -0.513 -2.113 2.146
H -2.249 -2.699 1.914
H 1.544 2.437 -1.977
H -3.580 -0.011 0.838
H 1.414 -1.815 -1.684
H 1.690 0.297 0.753
H 2.539 -2.119 -0.319
H -2.604 1.829 -0.471
H 2.734 -0.850 -1.711
```

Atom charges from the Löwdin analysis, given in e for atoms 1 to 8: number 1, N, carries 0.15; number 2, N, carries 0.18; number 3, C, carries -0.12; number 4, C, carries -0.28; number 5, C, carries 0.05; number 6, C, carries 0.13; number 7, C, carries -0.20; number 8, C, carries -0.14



[5]
C4H8O2 | ωB97M-V with the def2-TZVPD basis set

Summary:
LUMO energy: 0.77 eV
Multiplicity: 1
SMILES: C[C@H]1[C@@H](O)[C@H]1O
HOMO: -9.364 eV
Energy above the lowest of the compared OMol25 structures with the same formula, charge and spin: 186.87 kJ/mol
Calculated total energy: -307.64126 Ha

The geometry in XYZ format:
```
14
C4H8O2 ωB97M-V with the def2-TZVPD basis set
O -0.824 1.498 -0.495
O -1.304 -1.049 -1.090
C 0.365 -0.352 0.674
C -1.017 -0.788 0.241
C 1.522 -0.165 -0.283
C -0.773 0.642 0.619
H -1.187 1.082 1.525
H -1.411 -0.175 -1.500
H 0.073 1.794 -0.703
H 1.201 -0.267 -1.324
H 2.306 -0.905 -0.102
H 0.631 -0.718 1.662
H -1.570 -1.419 0.933
H 1.988 0.824 -0.157
```

Atom charges from the Löwdin analysis, given in e for atoms 1 to 8: number 1, O, carries -0.02; number 2, O, carries 0.00; number 3, C, carries -0.22; number 4, C, carries -0.29; number 5, C, carries -0.06; number 6, C, carries -0.27; number 7, H, carries 0.14; number 8, H, carries 0.09



[6]
C34H67NO12 | ωB97M-V with the def2-TZVPD basis set

Summary:
LUMO energy: 0.58 eV
Multiplicity: 1
SMILES: C[C@@H](O)CO[C@@H]1CNC(=O)C1.CC(C)=O.CC(C)=O.CC(C)=O.CC(C)=O.CC(C)=O.CC(C)=O.CC(C)=O.CC(C)=O.CC(C)=O
HOMO: -9.024 eV
Energy above the lowest of the compared OMol25 structures with the same formula, charge and spin: 89.76 kJ/mol
Calculated total energy: -2293.25848 Ha

The geometry in XYZ format:
```
114
C34H67NO12 ωB97M-V with the def2-TZVPD basis set
O -0.085 -0.570 -1.914
O -0.292 -2.409 2.391
O 1.732 1.501 -7.336
O 4.678 2.118 -4.461
O 5.817 -0.412 7.694
O -5.132 0.593 2.697
O 1.806 -2.622 6.879
O 2.581 2.755 2.937
O -5.549 -2.883 -2.150
O -3.298 -1.485 -5.808
O -3.590 2.452 -3.726
O -3.182 0.833 -0.610
N -5.711 -1.485 -0.326
C 6.823 0.245 7.858
C -1.002 -0.213 -0.872
C -3.240 -2.693 -5.867
C 5.243 1.335 -5.190
C -2.012 0.824 -1.423
C 6.432 0.534 -4.711
C 4.795 1.113 -6.614
C -4.471 -3.540 -5.701
C 1.266 -4.154 2.801
C 2.388 1.111 1.230
C 7.191 1.369 6.922
C -4.378 0.474 -1.276
C -6.792 1.532 4.115
C -3.108 3.562 -3.749
C -4.400 -0.744 -2.205
C 2.552 2.517 1.750
C 0.192 -3.171 3.201
C -0.237 -3.180 4.640
C 7.760 -0.026 9.009
C -3.925 4.780 -3.393
C -1.635 -1.510 -0.328
C -5.253 -0.103 -0.086
C 0.791 1.019 -6.744
C -0.484 0.639 -7.457
C -4.606 0.509 5.013
C 0.845 0.773 -5.257
C 2.678 3.615 0.722
C 3.174 -0.844 6.106
C 2.814 -1.966 7.047
C -1.931 -3.413 -6.101
C -1.669 3.792 -4.129
C -5.258 -1.872 -1.630
C 3.747 -2.243 8.199
C -5.475 0.852 3.828
H 1.784 3.647 0.098
H 0.715 -0.292 -5.055
H -1.988 -4.002 -7.017
H 3.226 0.098 6.651
H -1.711 -4.069 -5.257
H -5.008 -0.392 -3.048
H 8.749 -0.289 8.630
H 1.484 -4.042 1.741
H 2.412 -0.763 5.332
H -1.203 2.838 -4.357
H -7.413 0.893 4.743
H -1.545 1.805 -1.296
H -1.012 -2.429 4.790
H -3.482 5.287 -2.534
H -1.129 -2.683 -6.199
H -5.135 -0.174 5.680
H -1.299 -2.361 -0.915
H -4.354 -4.196 -4.836
H -4.646 -4.137 -6.598
H 6.646 0.789 -3.675
H -4.937 4.474 -3.138
H -1.609 4.433 -5.010
H -2.205 0.732 -2.489
H 0.618 -2.941 5.285
H 5.603 1.366 -7.303
H -5.957 0.596 0.345
H -1.135 4.254 -3.297
H -7.314 1.720 3.179
H 1.483 1.037 0.626
H -6.618 2.484 4.620
H 2.176 -3.963 3.373
H 3.350 -3.075 8.780
H 7.307 0.763 -5.320
H 8.156 1.166 6.456
H -3.695 0.027 4.665
H -3.964 5.465 -4.241
H 1.814 1.089 -4.874
H 2.308 0.422 2.068
H 3.823 -1.367 8.839
H 4.138 -1.044 5.639
H -0.486 0.257 -0.044
H -5.093 -2.065 0.239
H 0.068 1.339 -4.749
H -3.468 -1.043 -2.672
H -0.627 -1.074 -2.533
H -0.388 0.868 -8.516
H 7.378 -0.856 9.600
H 3.253 0.833 0.626
H 2.790 4.572 1.227
H 3.554 3.441 0.094
H 6.434 1.456 6.145
H 0.926 -5.174 2.987
H 4.732 -2.509 7.828
H -2.722 -1.514 -0.310
H 4.505 0.070 -6.754
H 6.212 -0.533 -4.774
H -4.971 1.290 -1.669
H -0.639 -4.160 4.906
H -1.307 -1.647 0.697
H 7.835 0.856 9.645
H -0.675 -0.429 -7.341
H 7.242 2.311 7.472
H 3.938 1.744 -6.827
H -4.519 -0.231 0.693
H -4.340 1.417 5.556
H -1.324 1.201 -7.047
H -5.330 -2.894 -5.535
```

Atom charges from the Löwdin analysis, given in e for atoms 1 to 8: number 1, O, carries -0.05; number 2, O, carries 0.05; number 3, O, carries 0.06; number 4, O, carries 0.06; number 5, O, carries 0.05; number 6, O, carries 0.07; number 7, O, carries 0.04; number 8, O, carries 0.06



[7]
C19H20BrFeN2O2SSe2 | ωB97M-V with the def2-TZVPD basis set

Summary:
LUMO energy (alpha / beta): -0.27 / 0.01 eV
Multiplicity: 2
HOMO (alpha / beta): -7.201 / -7.470 eV
<S²>: 1.21
Calculated total energy: -10034.73912 Ha

The geometry in XYZ format:
```
48
C19H20BrFeN2O2SSe2 ωB97M-V with the def2-TZVPD basis set
Br 0.929 -2.864 4.488
Se -0.677 2.071 -0.779
Se 1.913 -0.414 -0.583
Fe -0.425 -0.168 -0.406
S -4.552 -1.789 -0.522
O 3.613 3.981 0.383
O 1.373 1.436 -3.197
N -0.595 -2.273 -0.662
N -0.662 -0.437 1.605
C -2.184 -4.065 -0.743
C -1.161 -4.986 -0.815
C -2.398 -0.328 -0.621
C 2.849 1.298 -0.460
C 3.379 3.650 -0.975
C 0.153 -4.535 -0.824
C -1.523 0.332 2.280
C -3.521 0.557 -0.539
C -1.875 -2.707 -0.671
C -0.098 -1.539 3.628
C 0.386 -3.177 -0.747
C 2.290 2.403 -2.731
C -4.721 -0.086 -0.480
C 0.048 -1.354 2.265
C -1.706 0.204 3.645
C 2.326 2.532 -1.203
C -0.986 -0.753 4.339
C 1.022 3.032 -0.577
C -2.839 -1.629 -0.628
H -5.706 0.351 -0.428
H -3.221 -4.374 -0.751
H 2.897 1.543 0.599
H 0.989 -5.216 -0.893
H 4.342 3.314 -1.362
H 3.307 2.157 -3.066
H -1.104 -0.884 5.406
H 1.175 3.112 0.500
H -2.062 1.063 1.699
H -2.410 0.847 4.154
H -1.380 -6.045 -0.875
H 0.795 4.033 -0.955
H 2.039 3.390 -3.144
H 1.399 -2.792 -0.760
H 2.829 4.415 0.730
H 3.872 1.090 -0.778
H 3.082 4.543 -1.540
H -3.443 1.637 -0.545
H 0.759 -1.928 1.691
H 1.484 1.352 -4.149
```

Atom charges from the Löwdin analysis, given in e for atoms 1 to 8: number 1, Br, carries 0.77; number 2, Se, carries 0.81; number 3, Se, carries 0.76; number 4, Fe, carries 0.10; number 5, S, carries 1.02; number 6, O, carries -0.05; number 7, O, carries -0.11; number 8, N, carries 0.02